(1)
Entry from the Open Molecules 2025 dataset: a structure of composition C39H30Br2N2OP2Ru (wB97M-V/def2-TZVPD).

Multiplicity: 5
Energy in Ha: -7613.76090
<S²>: 6.06
Total charge: +2

Geometry (Å):
Ru  -0.403  -0.356  -1.311
C  -1.480  2.629  -1.307
P  -0.193  1.719  -0.338
C  -0.100  2.266  1.374
C  -0.645  3.465  1.827
C  -0.477  3.847  3.151
C  0.253  3.050  4.021
C  0.814  1.862  3.571
C  0.633  1.468  2.254
C  2.535  1.843  -1.411
C  2.337  2.128  -2.782
C  2.813  3.292  -3.353
C  3.549  4.187  -2.588
C  3.818  3.907  -1.257
C  3.356  2.734  -0.689
C  -2.599  1.700  -1.033
C  -3.868  1.978  -0.463
C  -4.528  0.795  -0.416
C  -3.615  -0.215  -0.919
C  -3.896  -1.658  -0.886
P  -2.974  -2.636  0.428
C  -3.073  -1.609  1.921
C  -2.602  -0.300  2.044
C  -2.763  0.393  3.232
C  -3.405  -0.211  4.307
C  -3.880  -1.509  4.195
C  -3.712  -2.209  3.007
C  -1.251  -2.353  -0.088
C  -1.030  -2.170  -2.338
C  0.189  -1.793  -2.842
C  1.285  -2.607  -2.234
C  1.100  -2.583  -0.021
C  -0.107  -1.840  0.438
N  -2.456  0.343  -1.295
H  -1.156  2.623  -2.351
H  -1.694  3.645  -0.985
H  -1.203  4.108  1.157
H  -0.910  4.775  3.501
H  0.390  3.358  5.049
H  1.387  1.241  4.246
H  1.081  0.545  1.901
H  1.759  1.421  -3.369
H  2.630  3.497  -4.399
H  3.929  5.096  -3.036
H  4.402  4.600  -0.667
H  3.554  2.519  0.355
H  -4.227  2.956  -0.185
H  -5.538  0.602  -0.089
H  -3.710  -2.151  -1.839
H  -4.953  -1.824  -0.671
H  -2.104  0.184  1.214
H  -2.392  1.407  3.314
H  -3.535  0.332  5.233
H  -4.381  -1.981  5.029
H  -4.080  -3.225  2.926
H  -1.997  -2.235  -2.803
H  0.287  -1.354  -3.826
H  1.910  -3.121  -2.958
H  1.609  -3.093  0.793
H  -0.137  -1.321  1.387
Br  0.137  -6.347  -1.239
C  1.189  -4.836  -1.090
C  2.582  -4.886  -0.953
C  3.546  -3.878  -0.872
Br  5.312  -4.492  -0.668
C  3.409  -2.403  -0.933
C  4.406  -1.484  -0.920
C  4.092  -0.104  -1.035
C  2.763  0.359  -1.166
N  1.752  -0.479  -1.140
C  2.030  -1.885  -1.058
C  0.622  -3.479  -1.163
O  -0.869  -3.213  -1.280
H  2.984  -5.891  -0.902
H  5.444  -1.775  -0.835
H  4.888  0.625  -1.060
H  1.169  2.007  -0.817

Atomic forces in eV per Å
-0.49 -0.46 0.12
0.10 -0.25 0.68
0.66 0.12 0.15
-0.23 0.01 0.10
-0.08 -0.05 0.00
0.00 0.02 -0.01
-0.01 -0.01 -0.02
-0.01 -0.02 -0.02
0.04 -0.01 -0.03
3.53 -0.71 -1.55
-0.44 -0.01 0.07
-0.23 0.06 0.02
0.03 0.07 -0.11
-0.20 0.06 0.21
-0.40 0.12 0.32
-0.40 0.00 -0.57
0.03 0.23 -0.16
-0.02 -0.21 -0.03
-0.09 -0.01 0.10
-0.05 -0.05 -0.03
-0.03 -0.10 -0.02
0.00 0.02 -0.01
-0.01 -0.01 0.07
0.01 0.00 -0.04
-0.01 -0.05 -0.01
0.01 0.04 -0.02
0.02 0.00 0.02
0.00 0.40 -0.15
-0.07 -0.02 -0.12
0.13 0.02 -0.01
-0.03 0.10 0.07
-0.01 -0.03 -0.02
-0.07 0.01 0.21
0.12 0.25 0.15
-0.05 -0.06 0.01
0.03 0.01 -0.02
-0.01 0.00 0.01
0.01 0.01 -0.01
-0.01 0.00 0.01
0.01 0.01 0.00
-0.02 -0.01 0.02
0.17 -0.04 -0.11
-0.01 -0.02 -0.01
0.02 -0.02 -0.01
0.01 -0.02 0.02
0.23 -0.05 -0.05
-0.02 0.01 0.00
0.02 -0.01 0.03
0.02 -0.01 0.01
0.01 0.01 0.06
0.04 -0.02 0.00
0.01 -0.01 0.01
0.00 0.00 0.00
0.00 0.00 0.01
0.00 0.00 -0.01
0.03 -0.03 -0.06
-0.02 0.04 0.02
-0.01 -0.02 0.00
0.01 0.01 0.00
-0.01 0.02 -0.03
-0.01 0.02 0.02
0.07 0.09 -0.04
0.00 -0.17 0.02
0.08 -0.06 0.02
-0.05 0.01 -0.01
-0.07 0.02 -0.03
0.09 0.04 0.05
0.03 0.03 0.01
-0.85 0.36 0.49
-0.01 -0.07 -0.10
-0.07 0.04 -0.16
0.01 -0.02 -0.03
0.05 -0.13 0.13
0.01 0.00 0.00
-0.02 -0.03 -0.01
-0.01 -0.01 0.00
-1.55 0.56 0.43

Atomic partial charges in e from the Löwdin method, atoms 1 to 2: atom 1 (Ru): 0.92, atom 2 (C): -0.22

---

(2)
Entry from the Open Molecules 2025 dataset: a structure of composition C39H30BrInN2O4S3Sb (wB97M-V/def2-TZVPD).

Multiplicity: 2
Energy in Ha: -6113.77300
<S²>: 0.75
Total charge: -2

Geometry (Å):
In  1.062  -0.304  -0.138
O  0.842  1.953  -0.172
C  0.310  2.694  -1.159
C  -1.068  2.088  -1.654
C  -2.011  2.083  -0.514
C  -2.777  3.212  -0.204
C  -3.540  3.207  0.944
C  -3.542  2.072  1.736
C  -2.797  0.970  1.324
C  -2.867  -0.301  2.114
C  -1.524  -0.610  2.829
O  -0.628  -1.164  1.932
C  -1.000  0.695  3.418
C  0.188  1.267  2.997
C  0.619  2.464  3.543
C  -0.130  3.101  4.516
C  -1.314  2.526  4.953
C  -1.741  1.328  4.412
C  -1.659  -1.561  4.010
C  -0.457  -2.018  4.540
C  -0.435  -2.912  5.589
C  -1.626  -3.363  6.137
C  -2.826  -2.897  5.635
C  -2.844  -1.998  4.580
N  -2.044  0.987  0.234
C  1.306  2.774  -2.313
C  1.223  2.011  -3.471
C  2.234  2.046  -4.418
C  3.349  2.840  -4.223
C  3.444  3.603  -3.071
C  2.436  3.566  -2.129
C  -0.024  4.110  -0.680
C  -0.241  5.169  -1.554
C  -0.592  6.415  -1.065
C  -0.732  6.620  0.299
C  -0.515  5.569  1.174
C  -0.163  4.327  0.683
H  -0.870  1.056  -1.939
H  -1.444  2.679  -2.491
H  -2.763  4.069  -0.859
H  -4.128  4.072  1.222
H  -4.124  2.030  2.646
H  -3.072  -1.127  1.429
H  -3.681  -0.219  2.834
H  0.768  0.793  2.219
H  1.545  2.896  3.190
H  0.204  4.040  4.938
H  -1.907  3.010  5.720
H  -2.657  0.878  4.770
H  0.463  -1.670  4.097
H  0.510  -3.262  5.974
H  -1.617  -4.081  6.945
H  -3.762  -3.237  6.060
H  -3.803  -1.654  4.218
H  0.370  1.372  -3.652
H  2.147  1.444  -5.314
H  4.141  2.861  -4.960
H  4.311  4.228  -2.908
H  2.520  4.143  -1.221
H  -0.134  5.023  -2.621
H  -0.764  7.235  -1.753
H  -1.004  7.598  0.675
H  -0.629  5.716  2.241
H  0.015  3.490  1.340
S  -2.233  -4.251  -1.646
Sb  -1.152  -3.150  1.435
S  -1.207  -2.668  -1.064
S  0.833  -4.217  1.712
Br  1.344  -1.664  -5.222
C  2.756  -2.088  -4.013
C  3.477  -3.256  -4.198
N  4.519  -3.563  -3.446
C  4.868  -2.717  -2.487
C  4.180  -1.543  -2.204
C  3.088  -1.216  -2.996
C  4.608  -0.622  -1.034
O  5.816  -0.561  -0.809
O  3.666  -0.041  -0.456
H  3.218  -3.965  -4.975
H  5.741  -2.984  -1.907
H  2.540  -0.298  -2.816

Atomic forces in eV per Å
0.46 0.27 -0.35
0.25 -0.69 0.76
-0.48 0.19 -0.60
0.58 0.14 0.05
-0.43 0.28 0.10
-0.17 -0.21 -0.09
-0.04 -0.06 -0.01
0.00 0.05 -0.13
-0.55 0.12 0.20
0.20 -0.05 0.06
-0.51 0.33 0.23
0.31 -0.39 -0.42
0.18 -0.01 0.03
-0.10 -0.13 -0.10
0.13 0.08 0.08
0.11 0.14 0.04
-0.17 0.00 0.09
0.08 0.10 0.02
-0.21 -0.15 0.27
0.11 -0.02 0.09
0.02 0.01 0.07
-0.04 -0.10 0.10
-0.13 -0.09 0.13
-0.10 0.12 -0.02
0.09 -0.31 -0.13
0.15 -0.04 -0.11
-0.23 0.05 0.07
0.16 0.02 -0.26
-0.02 -0.07 -0.18
0.10 0.14 0.06
0.05 -0.03 -0.03
0.24 0.13 0.08
-0.04 -0.07 0.03
-0.12 0.19 -0.13
-0.06 0.20 0.09
-0.02 0.11 0.05
0.21 -0.07 -0.04
-0.13 -0.01 -0.21
-0.09 -0.09 -0.09
0.06 0.11 -0.03
-0.01 0.05 0.00
-0.01 -0.04 0.04
-0.14 0.00 0.11
-0.03 0.01 -0.04
-0.02 0.01 0.12
0.06 0.06 -0.03
0.03 0.04 0.01
0.01 0.02 0.01
-0.07 -0.05 0.02
0.12 -0.05 -0.07
0.11 -0.07 0.02
0.00 -0.04 0.08
-0.03 -0.04 0.02
0.00 -0.01 -0.11
-0.05 -0.04 0.03
0.01 -0.07 0.00
0.04 -0.01 -0.03
0.07 0.00 0.05
0.04 0.05 0.11
0.04 -0.05 -0.08
0.02 0.03 -0.02
-0.02 0.04 0.01
0.00 -0.01 0.08
-0.01 -0.09 0.02
-0.06 -0.02 0.12
0.57 -0.31 0.03
-0.01 0.10 -0.25
-0.33 0.21 -0.04
-0.02 -0.06 0.07
0.00 0.03 -0.19
-0.27 0.06 -0.24
0.23 -0.39 -0.04
0.04 0.25 0.18
0.05 0.26 0.31
0.10 -0.09 0.07
-0.10 -0.45 -0.55
0.56 -0.07 0.09
-0.73 0.44 0.31
-0.12 0.07 -0.07
0.01 0.10 0.11
0.03 -0.06 -0.02

Atomic partial charges in e from the Löwdin method, atoms 1 to 2: atom 1 (In): 0.92, atom 2 (O): -0.31

---

(3)
Entry from the Open Molecules 2025 dataset: a structure of composition C39H30Cl3HfN5O4 (wB97M-V/def2-TZVPD).

Energy in Ha: -3507.34423

Geometry (Å):
Hf  0.466  0.044  -0.603
Cl  3.150  -5.398  -4.021
C  2.120  -4.049  -3.656
C  2.649  -3.003  -2.904
C  1.867  -1.881  -2.590
N  2.193  -0.800  -1.870
C  3.381  -0.646  -1.267
O  4.469  -1.180  -1.524
C  3.412  0.395  -0.159
C  4.651  0.956  0.158
C  4.737  1.884  1.195
C  3.586  2.230  1.891
C  2.395  1.627  1.523
N  2.284  0.723  0.536
C  0.541  -1.798  -3.032
C  0.012  -2.877  -3.762
C  0.794  -3.989  -4.082
Cl  0.063  -5.264  -5.006
N  -0.065  -0.635  -2.656
C  -1.178  -0.268  -3.314
O  -1.898  -0.805  -4.160
C  -1.533  1.078  -2.883
C  -2.578  1.816  -3.423
C  -2.778  3.105  -2.938
C  -1.930  3.593  -1.946
C  -0.918  2.763  -1.478
N  -0.713  1.515  -1.924
H  3.675  -3.057  -2.561
H  5.529  0.663  -0.406
H  5.695  2.325  1.447
H  3.613  2.948  2.700
H  1.462  1.854  2.028
H  -1.021  -2.856  -4.085
H  -3.191  1.385  -4.203
H  -3.577  3.718  -3.337
H  -2.044  4.593  -1.549
H  -0.218  3.082  -0.714
C  -2.806  -0.368  3.607
O  -2.716  0.828  2.924
C  -3.070  1.048  1.630
C  -3.621  0.017  0.839
C  -4.042  0.270  -0.467
C  -3.935  1.552  -0.999
C  -3.391  2.583  -0.233
C  -2.925  2.349  1.072
N  -2.395  3.464  1.802
C  -1.433  3.477  2.678
C  -0.480  2.378  3.028
C  0.008  2.346  4.347
C  0.907  1.358  4.756
C  1.350  0.398  3.848
C  0.908  0.432  2.525
C  0.006  1.416  2.103
O  -0.348  1.453  0.806
H  -2.437  -0.220  4.642
H  -2.177  -1.138  3.114
H  -3.864  -0.705  3.653
H  -3.743  -0.985  1.228
H  -4.467  -0.528  -1.062
H  -4.275  1.748  -2.007
H  -3.317  3.573  -0.666
H  -2.858  4.369  1.623
H  -1.265  4.411  3.212
H  -0.324  3.080  5.071
H  1.260  1.339  5.778
H  2.049  -0.365  4.166
H  1.279  -0.305  1.824
Cl  -1.556  -3.583  -1.139
C  0.083  -3.437  -0.601
C  1.009  -4.353  -1.112
C  2.344  -4.300  -0.715
C  2.757  -3.328  0.194
C  1.834  -2.414  0.708
C  0.487  -2.454  0.320
C  -0.422  -1.494  0.935
H  0.692  -5.116  -1.819
H  3.060  -5.015  -1.112
H  3.797  -3.283  0.506
H  2.180  -1.666  1.420
H  -0.232  -1.123  1.964
H  -1.519  -1.542  0.786
H  -1.496  0.044  -0.603

Atomic forces in eV per Å
-3.71 -1.04 -1.46
-0.13 -0.02 0.05
-0.08 0.65 -0.41
0.22 0.74 -0.76
-0.06 -1.93 -2.09
1.75 2.16 3.40
0.83 -0.17 -0.85
-0.67 0.10 0.21
0.27 0.43 0.51
-0.05 0.26 0.35
-0.06 -0.43 -0.31
0.05 -0.32 -0.28
2.20 2.13 -1.36
2.85 1.00 -1.55
0.66 -2.11 -1.12
-0.08 0.28 -0.12
0.22 0.53 0.16
0.12 0.01 0.12
-1.52 -1.01 -0.82
-0.85 -0.27 -0.28
0.69 -0.34 0.16
0.02 0.77 -0.20
0.85 0.56 0.07
0.85 0.43 -0.76
0.83 -0.18 -1.60
0.65 0.21 -0.39
-0.75 2.74 0.72
-0.16 0.10 -0.18
-0.26 -0.09 0.02
-0.05 0.01 -0.02
-0.10 -0.01 -0.04
3.04 1.88 -1.15
0.23 0.03 0.02
0.10 -0.10 0.08
-0.01 0.02 0.04
0.20 0.07 -0.15
-0.27 0.22 -0.08
-0.36 -1.81 0.16
0.42 2.59 -0.59
-0.45 -1.05 -0.13
-0.17 0.80 -0.06
0.24 0.35 0.66
-0.41 0.08 0.75
-0.84 -0.75 1.02
-0.53 -0.60 -0.06
-0.34 0.01 -0.33
1.82 -1.76 0.51
-1.11 1.10 -0.71
1.04 -0.58 0.58
-0.71 1.06 0.08
-0.82 -0.39 -1.05
-1.26 -2.74 4.32
-4.22 -0.57 -2.01
1.15 0.74 2.87
-0.19 0.16 -0.72
-0.43 0.22 0.31
0.53 -0.02 0.01
0.15 0.09 0.19
0.07 -0.02 0.04
-0.24 -0.15 0.61
-0.67 -0.34 0.93
0.28 -0.79 0.11
-0.32 -0.07 -0.03
-0.06 0.03 -0.05
-0.07 0.04 -0.01
0.04 -0.01 -0.08
-0.50 0.67 1.14
-0.20 0.12 0.34
1.14 -0.87 -0.49
-0.45 -0.22 0.98
-0.32 -0.15 0.87
-0.21 0.01 0.18
0.74 -0.87 -0.55
-0.98 -0.28 1.42
-1.01 0.88 -0.11
-0.07 0.17 0.32
-0.16 0.11 0.05
-0.16 0.02 -0.08
-0.03 -0.42 -0.03
-0.13 -1.15 -0.92
1.00 -0.54 -0.17
1.03 -0.40 -0.21

Atomic partial charges in e from the Löwdin method, atoms 1 to 2: atom 1 (Hf): 1.63, atom 2 (Cl): 0.67